1.
The following is a quantum chemistry calculation of a cluster of 2 separate species, C3H8O2P in total in a non-equilibrium geometry, from the Open Molecules 2025 dataset.

```
! wB97M-V def2-TZVPD RIJCOSX def2/J DEFGRID3
* xyz -1 1
C 0.73 -0.06 -1.29
C 0.22 -0.22 1.25
C 0.70 0.74 -0.01
O -3.05 -0.24 0.16
O -0.27 3.14 0.87
P -0.54 2.26 -0.26
H -0.25 -0.41 -1.50
H 1.04 0.52 -2.10
H 1.48 -0.91 -1.20
H 0.91 -1.08 1.24
H -0.76 -0.75 0.98
H 0.33 0.35 2.18
H 1.60 1.23 0.32
H -2.87 0.69 0.41
*
```

Results
HOMO (alpha / beta) in eV: -2.82 / -2.82
Relative energy (zero: lowest compared OMol25 entry of this formula, charge and spin) in eV: 4.247
F_max in hartree/bohr: 0.06061
Energy in Ha: -610.8993
Gap between HOMO and LUMO (alpha / beta) in Eh: 0.22039 / 0.22042

Atom charges from the Löwdin analysis, given in e for atoms 1 to 6: atom 1 (C): -0.193, atom 2 (C): -0.117, atom 3 (C): -0.555, atom 4 (O): -0.625, atom 5 (O): -0.535, atom 6 (P): 0.871


2.
The following is a quantum chemistry calculation of a cluster of 2 separate species, C3H8O2S2 in total in a non-equilibrium geometry, from the Open Molecules 2025 dataset.

```
! wB97M-V def2-TZVPD RIJCOSX def2/J DEFGRID3
* xyz 1 2
C -0.55 1.71 -0.08
C -1.91 1.41 -0.74
O -2.90 1.07 -0.16
C 0.56 1.07 -0.86
S 1.71 0.24 0.42
S 1.41 -1.67 -0.15
H -0.62 1.41 0.97
H -0.51 2.81 -0.09
H -1.99 1.69 -1.81
H 1.21 1.66 -1.52
H 0.26 0.25 -1.51
H 0.62 -2.21 0.83
H -2.00 -0.87 0.91
H -2.15 -2.35 0.87
O -1.48 -1.66 0.85
*
```

Results
HOMO (alpha / beta) in eV: -14.05 / -14.01
Relative energy (zero: lowest compared OMol25 entry of this formula, charge and spin) in eV: 0.090
F_max in hartree/bohr: 0.04427
Expectation value of S²: 0.755
Energy in Ha: -1065.6123
Gap between HOMO and LUMO (alpha / beta) in Eh: 0.34747 / 0.20055

Atom charges from the Löwdin analysis, given in e for atoms 1 to 6: atom 1 (C): -0.209, atom 2 (C): -0.249, atom 3 (O): 0.096, atom 4 (C): -0.426, atom 5 (S): 0.693, atom 6 (S): 0.613


3.
The following is a quantum chemistry calculation of a cluster of 2 separate species, C3H8O2SSi in total in a non-equilibrium geometry, from the Open Molecules 2025 dataset.

```
! wB97M-V def2-TZVPD RIJCOSX def2/J DEFGRID3
* xyz 0 3
C -0.84 0.73 -1.49
C 0.36 -0.54 0.59
C 0.28 -1.63 1.57
O 0.03 -1.69 -1.73
O 0.13 0.64 1.11
Si -0.07 1.85 -0.12
S -0.75 -0.92 -0.78
H -1.82 1.18 -1.52
H -0.46 0.86 -2.49
H 1.96 -0.37 -0.62
H 0.90 -1.55 2.55
H 0.49 -2.64 1.07
H -0.76 -1.44 1.96
H 1.17 2.48 -0.74
H -0.63 3.03 0.63
*
```

Results
HOMO (alpha / beta) in eV: -6.72 / -9.12
Relative energy (zero: lowest compared OMol25 entry of this formula, charge and spin) in eV: 1.160
F_max in hartree/bohr: 0.06128
Expectation value of S²: 2.004
Energy in Ha: -957.0350
Gap between HOMO and LUMO (alpha / beta) in Eh: 0.26758 / 0.26779

Atom charges from the Löwdin analysis, given in e for atoms 1 to 6: atom 1 (C): -0.416, atom 2 (C): -0.719, atom 3 (C): -0.107, atom 4 (O): -0.524, atom 5 (O): -0.245, atom 6 (Si): 0.643


4.
The following is a quantum chemistry calculation of a cluster of 3 separate species, C3H8O3 in total in a non-equilibrium geometry, from the Open Molecules 2025 dataset.

```
! wB97M-V def2-TZVPD RIJCOSX def2/J DEFGRID3
* xyz 0 1
O -0.83 1.47 -1.73
C -0.29 1.90 -0.74
C 0.72 1.27 0.10
C 1.08 -0.11 -0.19
O 1.32 -0.73 1.05
H -0.34 2.96 -0.44
H 1.12 1.82 0.94
H -2.26 -0.69 0.89
H 0.13 -0.60 -0.55
H 1.90 -0.36 -0.87
H 0.65 -1.43 0.99
H -0.64 -3.11 -0.36
H -2.35 0.02 0.75
O -0.23 -2.41 0.17
*
```

Results
HOMO in eV: -8.95
Relative energy (zero: lowest compared OMol25 entry of this formula, charge and spin) in eV: 7.962
F_max in hartree/bohr: 0.04739
Energy in Ha: -344.5558
Gap between HOMO and LUMO in Eh: 0.17949

Atom charges from the Löwdin analysis, given in e for atoms 1 to 6: atom 1 (O): 0.118, atom 2 (C): -0.264, atom 3 (C): 0.154, atom 4 (C): -0.253, atom 5 (O): -0.056, atom 6 (H): 0.122


5.
The following is a quantum chemistry calculation of a cluster of 2 separate species, C3H8O3 in total in a non-equilibrium geometry, from the Open Molecules 2025 dataset.

```
! wB97M-V def2-TZVPD RIJCOSX def2/J DEFGRID3
* xyz 0 1
O -0.65 2.45 -2.28
C -0.42 2.16 -1.15
O 0.83 2.34 -0.67
H -1.18 1.91 -0.39
H 0.98 1.89 0.15
C -0.03 -1.15 -0.52
C 0.44 -1.13 0.90
O -0.67 -1.00 1.77
H 0.49 -0.55 -1.27
H -0.23 -2.14 -0.93
H -1.06 -0.77 -0.59
H 1.17 -0.37 1.28
H 1.10 -1.96 1.22
H -0.76 -1.66 2.48
*
```

Results
HOMO in eV: -10.61
Relative energy (zero: lowest compared OMol25 entry of this formula, charge and spin) in eV: 1.611
F_max in hartree/bohr: 0.05236
Energy in Ha: -344.7892
Gap between HOMO and LUMO in Eh: 0.41050

Atom charges from the Löwdin analysis, given in e for atoms 1 to 6: atom 1 (O): 0.083, atom 2 (C): -0.405, atom 3 (O): 0.080, atom 4 (H): 0.141, atom 5 (H): 0.078, atom 6 (C): -0.087


6.
The following is a quantum chemistry calculation of a cluster of 2 separate species, C3H8O3 in total in a non-equilibrium geometry, from the Open Molecules 2025 dataset.

```
! wB97M-V def2-TZVPD RIJCOSX def2/J DEFGRID3
* xyz 0 1
C 0.10 -0.31 -0.21
C -0.71 0.99 0.13
O -1.23 1.18 -1.10
C -0.22 0.98 -1.98
O 0.47 -0.18 -1.57
H 1.00 -0.49 0.41
H -0.53 -1.22 -0.16
H 0.01 1.80 0.34
H -1.41 0.93 0.98
H -0.58 0.81 -3.01
H 0.44 1.86 -1.98
O 0.62 -2.39 2.61
H 1.14 -1.80 2.02
H 0.90 -2.14 3.52
*
```

Results
HOMO in eV: -9.91
Relative energy (zero: lowest compared OMol25 entry of this formula, charge and spin) in eV: 2.043
F_max in hartree/bohr: 0.07715
Energy in Ha: -344.7733
Gap between HOMO and LUMO in Eh: 0.39125

Atom charges from the Löwdin analysis, given in e for atoms 1 to 6: atom 1 (C): -0.166, atom 2 (C): -0.189, atom 3 (O): -0.073, atom 4 (C): -0.266, atom 5 (O): -0.080, atom 6 (H): 0.106